[1]
Below is 2 unconnected molecules or ions with the total composition C3H2O3, with properties calculated with ωB97M-V/def2-TZVPD.

Results
HOMO-LUMO gap: 9.39 eV
Energy above the lowest of the compared OMol25 structures with the same formula, charge and spin: 77.3 kcal/mol
Total charge: 0
SMILES: C1=CO1.O=C=O
LUMO energy: 0.84 eV
E_tot: -341.1137 Eh

Structure (XYZ):
```
8
Properties=species:S:1:pos:R:3:forces:R:3
C -1.055 1.491 0.434 -0.07 -0.08 0.14
C 0.351 -1.322 0.162 0.88 0.69 -0.71
C 1.143 -0.592 -0.514 -0.42 -0.73 0.84
O -0.522 2.275 -0.207 0.79 1.17 -1.00
O -1.592 0.757 1.131 -0.80 -0.98 0.95
O -0.212 -0.519 -0.975 -0.75 0.21 -0.64
H -0.134 -1.994 0.812 -0.10 -0.39 0.48
H 2.021 -0.097 -0.842 0.47 0.13 -0.06
```
Positions in Å, forces in eV/Å.



[2]
Below is C3H3NOS in the gas phase, with properties calculated with ωB97M-V/def2-TZVPD.

Results
HOMO-LUMO gap: 8.48 eV
Energy above the lowest of the compared OMol25 structures with the same formula, charge and spin: 69.1 kcal/mol
Total charge: 0
SMILES: S=c1cc[nH]o1
LUMO energy: 0.18 eV
E_tot: -644.1768 Eh

Structure (XYZ):
```
9
Properties=species:S:1:pos:R:3:forces:R:3
C -0.986 0.085 -0.570 -4.41 -0.10 0.26
C -0.454 -0.832 0.370 0.71 0.27 -0.27
C 0.798 -0.385 0.452 3.78 -1.33 3.76
H -1.020 -1.598 0.874 0.43 -0.14 -0.32
H 1.684 -0.585 1.101 -1.01 -0.87 -0.48
H 1.632 1.631 -0.124 -0.93 -3.33 0.50
N 1.074 0.689 -0.269 -0.11 5.35 -1.28
O -0.222 1.212 -0.571 -0.27 -1.04 -2.40
S -2.506 -0.218 -1.262 1.81 1.18 0.23
```
Positions in Å, forces in eV/Å.



[3]
Below is 14 unconnected molecules or ions with the total composition C59H91F3O33, with properties calculated with ωB97M-V/def2-TZVPD.

Results
HOMO-LUMO gap: 9.53 eV
Total charge: 0
LUMO energy: 0.45 eV
E_tot: -5085.2190 Eh

Structure (XYZ):
```
186
Properties=species:S:1:pos:R:3:forces:R:3
C -1.451 2.568 9.026 -0.67 1.19 -1.23
C -0.339 2.914 8.038 -0.45 -0.51 1.24
O -0.804 3.012 6.679 0.18 0.22 -0.28
C -1.109 1.951 5.951 -0.26 -2.89 -0.33
O -1.149 0.767 6.363 0.14 2.97 -0.93
O -1.336 2.336 4.660 0.54 0.82 3.31
C -1.735 1.380 3.730 -0.23 -0.30 -1.63
H -1.981 1.670 8.710 0.20 -0.13 0.56
H -2.115 3.421 8.885 -0.65 -0.18 0.25
H -1.130 2.648 10.065 0.18 -0.58 -0.13
H 0.456 2.190 8.219 0.37 0.18 -0.88
H -0.061 3.936 8.298 0.57 -0.20 -0.39
H -1.357 1.797 2.796 0.45 -0.52 -0.16
H -2.808 1.404 3.539 -0.22 -0.30 0.70
H -1.353 0.386 3.962 -0.12 0.09 -0.13
C 3.018 -3.897 1.982 0.90 1.15 1.64
C 2.170 -4.406 3.156 -0.59 -1.13 -1.58
O 2.465 -3.857 4.444 1.20 -0.21 0.23
C 1.840 -2.789 4.881 -4.00 1.15 -1.89
O 0.913 -2.259 4.205 2.56 -0.45 2.24
O 2.188 -2.514 6.133 2.01 -1.76 -0.82
C 1.645 -1.504 6.906 -2.34 1.31 -0.42
H 2.929 -2.811 1.967 -0.57 0.11 -0.63
H 2.862 -4.348 1.002 -0.38 0.06 0.28
H 4.074 -3.967 2.244 0.21 -0.62 -0.06
H 2.304 -5.483 3.255 0.32 0.04 0.37
H 1.122 -4.331 2.866 -0.16 0.56 0.54
H 1.865 -0.516 6.501 0.37 0.03 0.19
H 1.868 -1.588 7.970 0.62 -0.33 -0.38
H 0.563 -1.596 6.811 -0.23 0.25 0.20
C 7.370 2.537 0.153 0.89 0.31 0.18
C 6.437 3.744 0.293 0.03 -2.08 1.26
O 6.470 4.522 -0.842 -1.20 3.48 -1.67
C 5.611 5.638 -0.843 -1.15 -0.10 2.62
O 4.862 6.025 0.108 3.01 -1.87 -3.48
O 5.716 6.230 -2.034 0.65 -1.80 0.64
C 4.728 7.182 -2.317 -0.21 1.61 0.49
H 7.159 1.964 -0.750 -0.17 -0.15 0.19
H 7.371 1.930 1.058 -0.89 -0.24 -0.10
H 8.438 2.753 0.153 0.07 0.74 -0.54
H 6.698 4.316 1.183 -0.28 0.06 0.07
H 5.441 3.301 0.330 -0.25 0.27 0.67
H 4.982 7.638 -3.274 -0.22 -0.44 -0.10
H 4.846 7.971 -1.574 -0.40 0.15 0.05
H 3.722 6.769 -2.242 0.11 -0.03 -0.23
C -4.424 -6.277 -2.707 0.87 0.88 0.18
C -4.420 -5.859 -1.199 0.46 -1.14 -0.96
O -5.535 -5.115 -0.801 -1.30 2.25 0.43
C -5.551 -3.712 -0.951 3.35 -2.89 -2.44
O -4.884 -3.099 -1.755 0.17 -0.39 -0.33
O -6.285 -3.214 -0.081 -3.11 1.31 2.81
C -6.373 -1.788 0.024 0.06 1.32 0.97
H -3.594 -5.791 -3.220 0.13 -0.02 0.00
H -5.299 -5.947 -3.267 -0.25 -0.12 0.42
H -4.268 -7.346 -2.855 -0.23 0.01 0.21
H -3.513 -5.396 -0.811 0.15 0.34 -0.67
H -4.456 -6.800 -0.649 -0.45 0.11 0.30
H -5.442 -1.385 0.423 0.35 -0.14 -0.56
H -7.059 -1.505 0.822 -0.34 -0.81 -0.05
H -6.708 -1.227 -0.849 0.32 -0.64 -0.35
C 2.902 2.310 -3.440 -1.26 0.71 0.59
C 3.813 2.996 -2.381 0.00 0.21 -1.32
O 3.209 2.982 -1.072 0.39 -0.42 0.49
C 2.448 4.034 -0.646 -0.88 -3.54 0.38
O 2.263 4.992 -1.311 -0.41 1.69 0.25
O 1.782 3.559 0.494 2.88 -0.32 -2.15
C 1.112 4.504 1.255 -0.61 1.40 0.38
H 2.604 1.299 -3.162 0.48 -0.17 0.13
H 3.133 2.322 -4.505 1.16 -0.04 0.23
H 1.949 2.836 -3.496 -0.25 0.35 0.46
H 4.106 4.014 -2.641 -0.60 0.19 -0.18
H 4.785 2.504 -2.400 -0.19 -0.48 0.90
H 0.710 4.046 2.158 -0.52 -0.46 -0.62
H 0.393 4.938 0.560 -0.42 0.44 0.88
H 1.784 5.241 1.696 0.25 0.36 -0.53
C -1.109 3.098 -3.359 0.20 -0.35 0.13
C -1.182 3.515 -1.895 0.48 -0.02 -0.39
O -2.288 4.394 -1.704 -0.65 0.13 -0.58
C -2.668 4.710 -0.477 -1.90 0.11 0.55
O -2.096 4.537 0.565 0.32 -0.07 -0.62
O -3.941 5.232 -0.457 0.35 -0.06 -0.44
C -4.677 5.535 -1.675 0.52 0.51 0.23
H -0.823 3.894 -4.046 -0.34 0.15 0.09
H -2.004 2.569 -3.685 -0.28 0.45 0.01
H -0.349 2.326 -3.477 0.25 0.09 0.25
H -0.296 4.083 -1.612 0.24 -0.34 0.12
H -1.301 2.616 -1.289 0.00 0.28 0.28
H -5.670 5.910 -1.426 0.03 -0.52 0.63
H -4.766 4.689 -2.356 0.24 0.03 0.15
H -4.223 6.413 -2.135 0.38 -0.30 -0.39
C 1.335 -5.273 -1.251 -0.82 0.46 -0.09
C 0.448 -6.047 -0.257 1.77 1.40 -0.07
O -0.753 -5.291 -0.084 -0.72 0.30 -0.65
C -1.387 -5.300 1.088 0.14 -1.00 0.86
O -1.146 -6.129 1.957 -0.88 1.85 -0.67
O -2.303 -4.284 1.058 1.30 -2.13 -1.68
C -2.950 -3.837 2.193 -0.31 0.86 2.01
H 2.330 -5.718 -1.239 -0.07 -0.01 -0.39
H 1.423 -4.208 -1.037 0.20 -0.03 0.79
H 0.889 -5.178 -2.241 0.20 -0.82 -0.31
H 1.010 -5.979 0.675 -0.30 -0.62 0.26
H 0.365 -7.076 -0.606 -0.77 0.03 0.35
H -3.391 -4.542 2.899 0.28 -0.87 -0.42
H -3.799 -3.217 1.905 0.39 0.26 -0.24
H -2.204 -3.285 2.764 -0.37 0.40 0.13
C 3.966 -1.628 -5.340 -0.40 -0.65 0.06
C 3.070 -1.673 -4.057 0.35 0.01 -2.53
O 3.983 -1.190 -3.092 -0.24 0.26 0.08
C 3.834 -1.480 -1.833 -0.98 -2.02 2.16
O 3.058 -2.297 -1.312 1.41 1.88 -1.16
O 4.776 -0.787 -1.180 -0.28 -0.06 -0.24
C 4.761 -0.801 0.232 0.40 0.16 0.75
H 3.446 -1.581 -6.297 -0.42 0.08 0.25
H 4.537 -2.556 -5.384 0.14 -0.02 0.09
H 4.694 -0.817 -5.316 -0.24 0.14 0.23
H 2.672 -2.677 -3.908 0.40 0.02 0.51
H 2.195 -1.032 -4.158 0.14 0.29 0.28
H 3.893 -0.278 0.633 -0.03 0.03 -0.14
H 5.669 -0.269 0.514 -0.21 0.04 0.01
H 4.810 -1.789 0.691 -0.12 -0.23 -0.42
C -4.429 1.044 -4.158 1.27 -0.24 0.27
C -5.180 -0.223 -3.867 1.33 -1.50 -2.83
O -6.151 0.157 -2.969 -2.06 -1.45 0.00
C -5.725 1.190 -2.308 -1.07 2.92 4.70
O -6.232 1.613 -1.228 2.12 -1.51 -4.42
O -4.654 1.708 -2.940 -0.08 1.66 1.35
H -4.706 1.662 -5.012 -0.68 -0.11 0.06
H -3.358 0.881 -4.274 0.00 -0.12 0.16
H -4.581 -1.046 -3.477 0.24 0.33 0.59
H -5.509 -0.626 -4.825 -1.07 0.01 0.22
C -2.152 -2.478 5.939 -1.13 0.38 1.27
C -3.500 -3.048 6.544 1.38 -0.62 -1.07
O -4.481 -2.363 5.746 -1.56 -0.63 3.28
C -3.948 -1.816 4.724 -1.68 0.73 -5.30
O -4.587 -1.417 3.731 1.66 -0.39 2.71
O -2.648 -1.967 4.721 1.94 0.71 -0.94
H -1.309 -3.141 5.745 -0.45 -0.31 -0.02
H -1.791 -1.642 6.538 0.05 0.08 -0.01
H -3.641 -2.936 7.619 -0.13 0.34 -0.30
H -3.599 -4.094 6.252 -0.01 -0.15 0.34
C -2.318 -3.215 -4.105 -2.40 -1.60 1.39
C -1.372 -3.251 -2.940 0.52 1.13 0.66
O -0.160 -2.911 -3.618 1.28 -0.36 -0.99
C -0.298 -3.111 -4.980 3.05 1.44 0.09
O 0.566 -2.974 -5.829 -1.11 -0.41 1.94
O -1.535 -3.367 -5.244 -1.71 -0.26 -1.40
H -2.949 -2.327 -4.054 0.45 0.40 -0.59
H -3.032 -4.038 -4.092 0.03 0.00 0.02
H -1.228 -4.106 -2.279 -0.18 -0.63 -0.73
H -1.607 -2.460 -2.227 0.08 0.21 -0.20
F 5.169 1.363 2.197 0.83 0.28 -0.36
C 4.183 1.908 2.890 -2.72 0.42 1.13
C 3.198 1.051 3.395 -0.14 -0.21 -0.62
C 2.081 1.499 4.084 0.87 0.99 0.49
C 2.013 2.859 4.424 0.20 0.76 -0.62
C 2.938 3.766 3.865 -0.27 -1.97 0.27
C 3.965 3.276 3.061 0.95 0.46 0.04
H 3.165 0.002 3.141 0.60 -0.20 -0.05
H 1.384 0.730 4.383 -0.39 0.24 0.17
H 1.243 3.329 5.018 -0.34 -0.48 0.13
H 2.870 4.825 4.066 -0.05 0.01 -0.06
H 4.602 4.044 2.647 0.42 -0.26 -0.31
F -0.152 -0.129 -4.387 0.07 0.09 0.02
C -0.597 0.366 -5.552 -1.04 -0.45 -0.88
C 0.033 1.422 -6.152 0.70 1.43 0.19
C -0.484 2.030 -7.298 -0.63 -0.64 0.15
C -1.602 1.461 -7.877 0.15 0.69 -0.78
C -2.153 0.317 -7.371 -0.64 -0.23 0.55
C -1.718 -0.193 -6.165 0.30 -0.52 0.16
H 0.855 1.892 -5.633 0.28 -0.11 0.01
H -0.128 2.935 -7.767 0.54 0.02 0.41
H -2.070 1.944 -8.721 0.12 -0.05 -0.24
H -2.998 -0.139 -7.865 -0.09 -0.05 0.01
H -2.251 -1.044 -5.767 0.27 -0.08 0.25
F -2.005 0.083 -2.043 -0.09 -0.10 0.11
C -1.111 -0.098 -1.038 0.65 -0.47 0.03
C 0.158 0.440 -1.162 0.35 0.75 0.97
C 1.081 0.297 -0.121 -0.09 -0.43 -0.27
C 0.804 -0.493 1.005 -0.28 0.36 -1.35
C -0.457 -1.055 1.065 0.21 0.25 0.08
C -1.417 -0.890 0.049 0.32 -0.55 0.78
H 0.465 1.111 -1.950 -0.33 -0.23 -0.34
H 2.012 0.817 -0.292 0.28 -0.07 0.34
H 1.526 -0.786 1.752 0.08 0.45 0.11
H -0.618 -1.582 1.994 -0.66 -0.52 -0.19
H -2.297 -1.510 0.122 -0.45 0.40 -0.16
```
Positions in Å, forces in eV/Å.



[4]
Below is a molecular structure, ClO4Pb3, with properties calculated with ωB97M-V/def2-TZVPD.

Results
HOMO-LUMO gap: 2.21 eV
Energy above the lowest of the compared OMol25 structures with the same formula, charge and spin: 1.1 kcal/mol
Total charge: +5
LUMO energy: -17.41 eV
E_tot: -1336.8688 Eh

Structure (XYZ):
```
8
Properties=species:S:1:pos:R:3:forces:R:3
Pb 1.077 -6.052 -0.468 0.12 -0.10 -0.27
Pb -5.636 0.605 2.102 -0.25 0.14 -0.08
Pb 4.482 4.329 1.829 0.21 0.20 -0.12
Cl 0.016 0.218 -0.653 1.68 -3.22 -1.40
O 0.219 -1.075 -1.468 -0.26 1.78 2.58
O -0.850 0.040 0.464 -0.23 -1.28 1.54
O 1.249 0.820 -0.319 2.32 -0.82 1.91
O -0.557 1.115 -1.488 -3.59 3.29 -4.16
```
Positions in Å, forces in eV/Å.



| no. | HOMO level (eV) |
| --- | --- |
| 1 | -8.547 |
| 2 | -8.306 |
| 3 | -9.087 |
| 4 | -19.620 |